# 1
Computed, not measured: C5H6ClFO in the gas phase in a non-equilibrium geometry, with ωB97M-V/def2-TZVPD.

Its charge is 0. Its frontier orbital gap is 10.1 eV. The relative energy (zero: lowest compared OMol25 entry of this formula, charge and spin) comes out at 0.0 kcal/mol. The structure (SMILES) is FCC1=COC[C@@H]1Cl.

Atoms and positions in Å:
C (-0.1192, -1.2281, -0.6668)
C (1.8251, 0.3933, -0.5344)
H (1.7991, 1.3988, -1.0511)
H (-2.6572, -0.0041, 0.5514)
C (-0.5492, 0.6729, 0.5263)
H (-0.1747, 1.1062, 1.4900)
H (-1.6144, -0.8175, 1.6875)
F (2.5446, 0.5750, 0.6381)
C (-1.6643, -0.3654, 0.7046)
C (0.4667, -0.1033, -0.2416)
Cl (-1.1093, 2.1367, -0.3809)
H (0.2786, -2.0178, -1.2919)
O (-1.4060, -1.4029, -0.2601)
H (2.3802, -0.3438, -1.1711)

***

# 2
Computed, not measured: a 2-piece molecular cluster, C2H3BrO overall in a non-equilibrium geometry, with ωB97M-V/def2-TZVPD.

Its charge is 0. Its frontier orbital gap is 9.6 eV. The relative energy (zero: lowest compared OMol25 entry of this formula, charge and spin) comes out at 48.3 kcal/mol.

Atoms and positions in Å:
H (-0.4665, -0.8666, 0.5013)
H (-0.1960, 0.9135, 0.0742)
Br (3.3972, 0.2902, -0.3044)
H (0.1360, -0.3660, -1.1000)
C (2.1053, -0.6892, 0.5544)
O (2.1778, -1.7026, 1.1599)
C (0.1190, -0.1147, -0.0329)

***

# 3
Computed, not measured: C2H3F3Si in the gas phase in a non-equilibrium geometry, with ωB97M-V/def2-TZVPD.

Its charge is 0. Its frontier orbital gap is 11.0 eV. The relative energy (zero: lowest compared OMol25 entry of this formula, charge and spin) comes out at 152.6 kcal/mol. The structure (SMILES) is FC(F)=C(F)[SiH3].

Atoms and positions in Å:
F (-0.3532, -0.5513, 2.0860)
F (1.3779, 0.7462, 2.3047)
Si (-0.7076, -0.3737, -1.1642)
C (0.4886, 0.3209, 0.1354)
F (1.5124, 1.2006, -0.4838)
C (0.5396, 0.2035, 1.4448)
H (-1.8828, -0.8257, -0.4275)
H (-0.0121, -1.4706, -1.8355)
H (-0.9627, 0.7501, -2.0600)

***

# 4
Computed, not measured: a 2-piece molecular cluster, C6H13NO overall in a non-equilibrium geometry, with ωB97M-V/def2-TZVPD.

Its charge is 0. Its frontier orbital gap is 9.2 eV. The relative energy (zero: lowest compared OMol25 entry of this formula, charge and spin) comes out at 105.3 kcal/mol. The structure (SMILES) is [H]/N=C(\C)OC.C=CC.

Atoms and positions in Å:
H (-0.4487, 2.0944, -0.1737)
C (-1.7093, -0.0599, 1.5437)
C (1.8966, -1.0570, -1.0825)
H (1.1094, -1.7454, -1.3940)
H (-0.6578, 1.8041, -1.9229)
C (-1.3361, -0.7874, 0.2902)
H (1.5718, 1.4756, 1.3151)
C (1.3800, -0.2333, 0.0588)
H (-2.0260, -0.7821, 2.2942)
C (-0.9805, 1.5041, -0.9253)
H (2.7582, -1.6462, -0.7672)
H (-2.5212, 0.6392, 1.3404)
O (-0.6644, 0.1312, -0.7744)
C (1.9194, 0.9394, 0.4445)
H (-0.8612, 0.5142, 1.9159)
H (-1.2776, -2.7482, 0.1054)
H (2.6429, 1.4445, -0.1775)
H (-2.0566, 1.6754, -0.8457)
H (2.1821, -0.4178, -1.9162)
H (0.8237, -0.8623, 0.8084)
N (-1.7448, -1.8825, -0.1371)

***

# 5
Computed, not measured: a 8-piece molecular cluster, C23H49N3O16 overall in a non-equilibrium geometry, with ωB97M-V/def2-TZVPD.

As for the expectation value of S²: 0.75. Its multiplicity is 2. Its charge is -1. Its frontier orbital gap (alpha / beta) is 3.3 / 6.8 eV. The relative energy (zero: lowest compared OMol25 entry of this formula, charge and spin) comes out at 0.0 kcal/mol.

Atoms and positions in Å:
H (3.2838, -2.9074, 2.1704)
H (4.7821, -3.1712, 1.2486)
H (-2.9982, -7.5944, -3.6209)
C (-7.0435, 6.5806, -1.5971)
H (2.5504, 1.2951, 6.2732)
H (-1.4643, -3.2374, -3.6069)
O (-1.8524, 0.3401, 1.3781)
H (-7.1492, 5.8474, -2.3967)
H (-2.8984, 3.2459, -1.3455)
H (4.2089, 0.0622, -4.2129)
H (-1.4970, -3.5437, -1.8706)
H (2.9426, 1.0091, 1.3389)
O (3.9360, -1.8863, -0.7851)
O (2.1517, -1.5642, 0.2990)
H (4.3406, -0.1996, -2.5393)
H (-3.8285, 3.8846, 3.5835)
C (-1.9619, -6.0744, -2.4196)
H (4.0991, 0.9544, 5.6125)
O (-0.5078, -3.4419, 0.7036)
H (-3.0791, 2.8603, 2.3135)
H (1.6502, 2.1449, 2.0720)
H (1.0889, -7.7465, 1.4334)
H (0.8518, -7.9746, -0.3462)
H (-2.0040, 4.3344, -2.1887)
C (0.5215, -3.3495, -2.5362)
C (-3.6159, 5.1611, -1.1869)
O (3.1878, -0.2460, 3.7145)
C (0.0812, -4.0530, 1.6042)
O (-2.9764, 5.8026, -0.3421)
H (4.6755, 3.3709, 5.4520)
H (3.1436, 3.7809, 5.9944)
C (0.3653, -3.3647, 2.9090)
N (3.3255, -1.9642, 0.2718)
C (3.5740, 4.4745, -2.6774)
H (-1.2627, -7.4803, -3.9595)
O (-2.7732, -5.7712, -1.5833)
C (4.0067, -2.4467, 1.4973)
H (0.5172, -2.3066, 2.6960)
C (3.8549, 2.9561, 6.0372)
O (-1.0965, 1.8673, 0.0069)
C (-3.0508, 4.0650, -2.0483)
O (-1.0628, -5.2204, -3.0713)
O (-5.7233, 2.4109, 2.3846)
H (3.2596, 5.4545, -2.3182)
H (2.1784, 3.1700, -1.4748)
C (2.5468, 3.3222, -2.4893)
H (-3.3361, 4.5949, 1.9691)
H (-5.4449, 6.9583, -0.1084)
H (-0.5202, -3.4669, 3.5364)
H (0.4004, -5.4644, -0.6119)
H (-0.7557, -6.3340, 0.4283)
O (1.4798, 0.8376, -3.0277)
H (2.9749, -1.0252, -3.3290)
H (-1.4717, -0.8780, -1.1285)
O (3.2735, 2.1504, -2.8357)
C (-0.9660, -3.7682, -2.7957)
O (-5.6356, 4.2660, 1.3459)
H (3.5923, 4.5467, -3.7649)
C (-2.0213, -7.3925, -3.1817)
C (1.1895, -7.3028, 0.4429)
H (-7.7008, 6.2716, -0.7843)
O (0.6610, -5.2390, 1.3890)
H (0.0317, 0.1205, -1.3033)
N (-1.2801, 0.6998, 0.3210)
C (-0.6875, -0.3224, -0.6143)
C (0.2883, -6.0469, 0.3026)
H (-5.1211, 7.4560, -1.7579)
O (-4.9275, 5.4087, -1.4503)
C (-3.7102, 3.7266, 2.5115)
C (-5.5634, 6.6655, -1.1517)
H (4.5793, -1.6470, 1.9672)
H (4.2406, 2.9299, 7.0563)
O (2.7276, 1.9306, 4.3272)
H (-3.5554, 3.6541, -2.9227)
H (-1.7097, -8.1317, -2.4437)
H (2.2023, -6.9444, 0.2590)
C (2.6592, 0.9958, -3.1078)
H (-0.0610, -1.0385, -0.0824)
H (0.5760, -2.2840, -2.3128)
H (1.1208, -3.4777, -3.4376)
H (1.5632, 0.2853, 1.9086)
C (3.5960, -0.1294, -3.3322)
H (0.8654, -3.9478, -1.6926)
C (3.2871, 1.6803, 5.5684)
N (-5.1157, 3.4307, 2.0785)
C (2.1600, 1.1815, 2.0779)
C (2.7347, 0.8857, 3.4146)
H (1.7226, 3.4784, -3.1852)
H (4.5436, 4.1175, -2.3303)
H (-7.3689, 7.5235, -2.0367)
H (1.2045, -3.8061, 3.4466)

***

# 6
Computed, not measured: a 3-piece molecular cluster, C7H16N2 overall, with ωB97M-V/def2-TZVPD.

Its charge is 0. Its frontier orbital gap is 7.5 eV. The relative energy (zero: lowest compared OMol25 entry of this formula, charge and spin) comes out at 119.1 kcal/mol.

Atoms and positions in Å:
C (0.4892, 2.0477, -0.8494)
H (-2.7078, -1.1573, -0.9176)
N (1.6522, 0.1300, 1.1470)
H (-0.1068, 4.0990, -0.6585)
C (-0.2240, 3.0580, -0.3558)
C (-1.6314, 0.0665, 1.1684)
H (1.6842, 0.1072, -1.3451)
C (0.8685, -2.1922, 0.9262)
C (-1.0196, -0.1313, -0.0017)
H (-0.1579, 0.7430, -0.3903)
H (1.5927, 1.0561, 0.6966)
H (0.2361, -2.7627, 0.2471)
H (1.2261, 2.3082, -1.6202)
H (-2.6528, -0.2519, 1.3729)
H (-1.7414, -0.1574, -2.0174)
H (0.3312, -2.0652, 1.8628)
H (1.2215, 0.1270, 2.0612)
C (1.2187, -0.8631, 0.3356)
H (1.7861, -2.7603, 1.1081)
H (1.2306, -1.5042, -1.5630)
H (-1.0023, 2.8778, 0.3877)
N (1.6630, -0.8308, -0.9480)
C (-1.6914, -0.8247, -1.1513)
H (-1.1350, 0.5904, 1.9833)
H (-1.1299, -1.7095, -1.4787)

***

The calculation returns the following M values, one per record and in order: 136.55 122.95 112.13 115.18 623.65 128.22 g mol⁻¹.